The following is a quantum chemistry calculation of C6H10O as an isolated structure, from the Open Molecules 2025 dataset.

Each line ends with the natural charge from an NBO analysis.
Positions of all 17 atoms, in Å:
1 C 0.843 1.303 -1.664  -0.626
2 C 0.661 0.102 -0.756  -0.017
3 O 1.213 0.296 0.578  -0.521
4 C 0.057 -0.036 1.253  0.237
5 C -1.080 0.728 0.731  -0.561
6 C -0.804 -0.233 -0.426  -0.028
7 C -0.478 -1.776 0.720  -0.685
8 H 0.509 1.050 -2.675  0.225
9 H 0.270 2.169 -1.316  0.208
10 H 1.900 1.586 -1.707  0.223
11 H 1.186 -0.763 -1.179  0.185
12 H 0.204 -0.298 2.300  0.215
13 H -2.043 0.563 1.217  0.221
14 H -0.869 1.782 0.559  0.225
15 H -0.582 -2.353 -0.196  0.264
16 H 0.391 -2.198 1.241  0.214
17 H -1.379 -1.920 1.321  0.219

Output
Orbital gap (eV): 8.487
E_LUMO (eV): 0.8
Energy relative to the best compared isomer or geometry (same formula, charge and spin) (kJ/mol): 509.9
Max |F| (hartree/bohr): 0.00823